# 1
122
Properties=species:S:1:pos:R:3 method="wB97M-V/def2-TZVPD" s2=0.7505 homo_lumo_gap_ev="1.6 / 9.2" de_lowest_ev=2.5874 lumo_energy_ev="2.20 / 2.18" max_force_ev_per_a=3.60 total_charge=-1 e_homo_ev="0.64 / -7.01" spin_multiplicity=2
C 5.26 0.89 3.39
C 4.59 -0.43 3.14
C 4.28 -0.99 1.70
O 5.36 -1.11 0.78
C 4.97 -1.53 -0.47
N 5.48 -1.38 3.80
H 6.32 0.84 3.13
H 5.19 1.25 4.41
H 4.74 1.65 2.82
H 3.65 -0.45 3.70
H 3.47 -0.37 1.32
H 3.84 -1.98 1.74
H 5.88 -1.41 -1.07
H 4.10 -1.04 -0.89
H 4.73 -2.59 -0.47
H 6.39 -0.95 3.72
H 5.49 -2.31 3.42
C -5.76 2.25 1.02
C -6.55 0.95 1.12
C -8.07 1.00 0.69
O -8.66 -0.25 0.76
C -10.07 -0.27 0.52
N -5.80 -0.07 0.39
H -5.45 2.36 -0.02
H -4.88 2.18 1.66
H -6.23 3.21 1.24
H -6.59 0.67 2.17
H -8.32 1.33 -0.31
H -8.56 1.78 1.28
H -10.49 0.72 0.65
H -10.51 -1.03 1.16
H -10.11 -0.50 -0.54
H -6.47 -0.80 0.21
H -5.51 0.30 -0.50
C 0.83 5.32 2.14
C 0.63 6.57 1.41
C 1.55 7.75 1.90
O 1.53 7.96 3.34
C 0.28 8.37 3.81
N 0.93 6.15 0.02
H 0.63 5.51 3.19
H 1.89 5.08 2.28
H 0.29 4.44 1.78
H -0.40 6.89 1.59
H 1.36 8.64 1.30
H 2.62 7.75 1.69
H -0.47 7.70 3.38
H 0.03 9.40 3.54
H 0.22 8.27 4.90
H 0.16 5.53 -0.16
H 1.82 5.69 -0.12
C 0.87 -5.29 1.86
C 1.76 -6.51 1.73
C 1.14 -7.83 2.05
O 2.20 -8.83 1.99
C 1.65 -10.11 2.08
N 2.25 -6.52 0.38
H 0.48 -5.37 2.88
H 0.03 -5.32 1.17
H 1.37 -4.32 1.84
H 2.70 -6.49 2.27
H 0.43 -8.04 1.25
H 0.71 -7.89 3.05
H 1.04 -10.41 1.22
H 1.01 -10.23 2.95
H 2.51 -10.78 2.07
H 2.93 -5.85 0.05
H 2.73 -7.37 0.11
C 0.14 -3.71 -3.79
C 1.63 -3.74 -3.44
C 2.53 -4.40 -4.55
O 2.19 -5.81 -4.76
C 2.64 -6.74 -3.81
N 2.29 -2.47 -3.09
H -0.53 -3.40 -2.98
H -0.29 -4.65 -4.14
H -0.06 -3.02 -4.61
H 1.70 -4.25 -2.47
H 3.60 -4.41 -4.33
H 2.39 -3.79 -5.44
H 2.37 -6.31 -2.85
H 3.73 -6.77 -3.75
H 2.17 -7.73 -3.87
H 2.15 -1.86 -3.88
H 1.68 -2.12 -2.37
C -0.65 -1.65 1.19
C 0.54 -0.69 0.94
C 0.09 0.70 0.46
O -0.94 1.29 1.17
C -1.59 2.27 0.42
N 1.21 -0.52 2.20
H -0.36 -2.62 1.60
H -1.28 -1.79 0.31
H -1.31 -1.22 1.94
H 1.30 -1.01 0.23
H -0.20 0.64 -0.59
H 0.89 1.43 0.39
H -0.96 3.14 0.18
H -2.42 2.67 1.00
H -2.10 1.93 -0.48
H 0.56 0.15 2.60
H 2.07 -0.02 2.02
C 0.35 3.61 -2.43
C -0.93 3.43 -3.18
C -1.61 4.84 -3.50
O -1.89 5.42 -2.25
C -2.49 6.69 -2.21
N -0.61 2.74 -4.44
H 0.62 2.60 -2.13
H 0.16 4.18 -1.53
H 1.16 4.02 -3.03
H -1.56 2.86 -2.50
H -2.58 4.59 -3.93
H -1.09 5.47 -4.22
H -3.47 6.53 -2.66
H -1.83 7.43 -2.67
H -2.73 7.03 -1.21
H 0.12 3.21 -4.96
H -1.35 2.63 -5.13
O 0.04 0.33 -3.21
H -0.79 -0.12 -3.34
H -0.09 1.21 -3.55

# 2
120
Properties=species:S:1:pos:R:3 method="wB97M-V/def2-TZVPD" smiles=CC(C)O.CC(C)O.CC(C)O.CC(C)O.CC(C)O.CC(C)O.CC(C)O.CC(C)O.CO.CO.CO.CO homo_lumo_gap_ev=10.2 de_lowest_ev=0.6628 lumo_energy_ev=0.26 max_force_ev_per_a=2.19 total_charge=0 e_homo_ev=-9.94
C 4.14 2.41 0.08
C 3.64 2.23 -1.35
C 3.86 0.77 -1.81
O 2.28 2.58 -1.46
H 3.77 1.62 0.74
H 3.79 3.36 0.49
H 5.24 2.41 0.08
H 4.17 2.92 -2.02
H 3.45 0.56 -2.80
H 3.47 0.09 -1.06
H 4.92 0.58 -1.91
H 1.71 1.92 -1.03
C -0.17 3.25 -3.77
C 0.31 2.42 -4.94
C 1.65 1.74 -4.62
O -0.72 1.46 -5.22
H -0.42 2.59 -2.95
H -1.08 3.81 -3.99
H 0.62 3.91 -3.40
H 0.43 3.11 -5.78
H 1.85 0.84 -5.24
H 1.59 1.42 -3.58
H 2.49 2.43 -4.69
H -0.80 0.87 -4.45
C -3.33 1.38 2.57
C -4.54 0.71 3.27
C -4.77 1.34 4.62
O -5.74 0.81 2.52
H -3.39 2.44 2.78
H -3.33 1.20 1.50
H -2.42 0.98 2.96
H -4.31 -0.35 3.39
H -3.88 1.28 5.24
H -5.59 0.89 5.19
H -4.93 2.42 4.52
H -5.85 1.75 2.32
C -1.77 3.53 -0.46
C -1.73 4.96 -0.97
C -3.09 5.62 -1.01
O -0.95 5.75 -0.12
H -0.79 3.05 -0.38
H -2.41 2.93 -1.11
H -2.18 3.51 0.56
H -1.31 4.98 -1.96
H -3.11 6.61 -1.46
H -3.41 5.79 0.02
H -3.79 4.94 -1.50
H -0.03 5.50 -0.20
C 3.63 -2.93 -3.92
C 2.55 -2.85 -2.84
C 1.20 -2.40 -3.44
O 2.32 -4.10 -2.20
H 3.81 -1.90 -4.24
H 3.32 -3.51 -4.79
H 4.59 -3.34 -3.58
H 2.86 -2.18 -2.03
H 0.95 -2.98 -4.33
H 1.31 -1.36 -3.75
H 0.40 -2.42 -2.71
H 2.00 -4.69 -2.90
C -1.49 -5.35 1.16
C -1.91 -5.91 -0.21
C -0.73 -5.73 -1.23
O -2.25 -7.28 -0.10
H -2.28 -5.03 1.84
H -0.84 -4.49 0.99
H -0.92 -6.11 1.74
H -2.81 -5.43 -0.59
H -0.60 -4.68 -1.52
H -0.92 -6.20 -2.19
H 0.15 -6.05 -0.71
H -1.55 -7.76 0.33
C -0.41 3.22 3.87
C 0.61 4.37 4.01
C 1.40 4.57 2.72
O 0.00 5.59 4.42
H -1.07 3.43 3.02
H -1.00 3.06 4.77
H 0.12 2.27 3.70
H 1.33 4.10 4.79
H 0.74 4.83 1.89
H 1.94 3.67 2.45
H 2.17 5.32 2.88
H -0.62 5.80 3.70
C -0.65 -1.38 0.31
C -0.26 0.09 0.27
C 0.66 0.43 1.44
O 0.46 0.41 -0.90
H 0.29 -1.94 0.28
H -1.32 -1.75 -0.48
H -1.10 -1.57 1.28
H -1.16 0.71 0.30
H 0.14 0.34 2.39
H 1.06 1.43 1.30
H 1.46 -0.30 1.53
H -0.08 0.14 -1.65
C -1.98 -2.86 4.28
O -1.14 -1.78 3.91
H -2.37 -3.34 3.39
H -1.48 -3.59 4.94
H -2.81 -2.54 4.93
H -0.44 -2.20 3.38
C -2.00 -1.28 -3.85
O -1.66 -0.35 -2.90
H -1.24 -1.20 -4.62
H -2.14 -2.29 -3.46
H -2.90 -0.98 -4.36
H -2.38 -0.20 -2.29
C 3.89 -2.96 0.49
O 2.57 -3.41 0.46
H 3.89 -1.92 0.16
H 4.27 -3.00 1.51
H 4.59 -3.58 -0.08
H 2.32 -3.68 -0.45
C 1.73 -3.88 3.61
O 0.94 -3.15 2.69
H 1.95 -4.87 3.23
H 2.63 -3.35 3.88
H 1.23 -4.00 4.57
H 1.43 -3.15 1.86

# 3
122
Properties=species:S:1:pos:R:3 method="wB97M-V/def2-TZVPD" homo_lumo_gap_ev=2.5 de_lowest_ev=12.1757 lumo_energy_ev=-9.89 max_force_ev_per_a=11.34 total_charge=+2 e_homo_ev=-12.43
Zr -2.71 -3.28 1.63
C -1.75 -2.80 -2.52
C -3.15 -2.82 -1.87
C -3.97 -3.95 -2.59
O -3.27 -2.91 -0.49
H -1.17 -3.70 -2.36
H -1.13 -1.97 -2.19
H -1.81 -2.66 -3.60
H -3.66 -1.92 -2.23
H -5.03 -3.69 -2.53
H -3.80 -4.97 -2.24
H -3.80 -4.02 -3.67
C 0.61 -0.42 0.46
C -0.66 -0.32 1.21
C -1.69 0.54 0.51
O -1.24 -1.57 1.52
H 1.07 0.56 0.34
H 0.39 -0.83 -0.52
H 1.29 -1.14 0.92
H -0.48 0.27 2.11
H -2.69 0.54 0.93
H -1.78 0.32 -0.55
H -1.37 1.58 0.40
C 2.47 -3.13 -1.16
C 3.35 -4.32 -1.12
O 3.72 -4.59 0.20
H 1.47 -3.37 -0.80
H 2.40 -2.70 -2.16
H 2.87 -2.30 -0.57
H 4.28 -4.06 -1.64
H 2.78 -5.13 -1.57
H 4.45 -4.01 0.42
C 0.80 3.32 2.06
C 1.26 4.58 1.30
O 2.61 4.54 1.25
H 1.33 3.21 3.01
H 0.87 2.43 1.44
H -0.24 3.43 2.38
H 0.99 5.50 1.82
H 0.89 4.68 0.28
H 2.96 5.38 0.95
C -5.32 -0.39 0.59
C -5.33 -1.39 1.74
O -4.06 -1.63 2.23
H -4.69 0.47 0.85
H -6.34 -0.08 0.36
H -4.97 -0.76 -0.38
H -5.84 -2.29 1.40
H -5.95 -1.02 2.55
H -3.91 -0.91 2.85
C 3.82 0.74 -1.62
C 4.03 1.68 -0.46
O 3.18 2.79 -0.77
H 4.34 -0.16 -1.27
H 4.22 1.16 -2.54
H 2.78 0.42 -1.71
H 5.08 1.98 -0.40
H 3.72 1.27 0.50
H 3.04 3.36 -0.01
C 0.70 -0.24 5.11
C 0.91 1.14 5.78
O 2.11 1.13 6.49
H 0.80 -1.10 5.77
H 1.43 -0.33 4.30
H -0.20 -0.37 4.51
H 0.09 1.37 6.47
H 0.93 1.97 5.07
H 2.18 1.97 6.95
C -0.05 2.92 -1.91
C 0.80 3.87 -2.79
O 1.93 3.13 -3.26
H -0.94 3.40 -1.50
H 0.57 2.60 -1.08
H -0.44 2.07 -2.47
H 1.27 4.67 -2.20
H 0.26 4.21 -3.67
H 2.48 3.04 -2.48
C -3.43 0.45 -3.59
C -3.31 1.71 -4.48
O -1.97 1.92 -4.92
H -3.02 -0.42 -4.11
H -4.48 0.29 -3.38
H -2.98 0.53 -2.60
H -3.66 2.54 -3.88
H -3.99 1.73 -5.33
H -1.91 2.81 -5.29
C 0.34 -1.29 -5.07
C 0.91 -0.20 -4.15
O 0.60 1.09 -4.69
H 0.94 -1.34 -5.98
H -0.70 -1.15 -5.37
H 0.42 -2.25 -4.55
H 1.98 -0.28 -3.97
H 0.42 -0.21 -3.18
H -0.36 1.11 -4.73
C -3.04 4.19 0.09
C -4.00 3.41 -0.77
O -4.80 4.30 -1.58
H -2.34 3.54 0.63
H -3.58 4.66 0.92
H -2.45 4.99 -0.36
H -4.71 2.86 -0.16
H -3.42 2.75 -1.42
H -5.40 3.77 -2.12
C 2.23 -4.56 4.11
C 1.82 -3.66 2.91
O 1.38 -4.49 1.83
H 1.41 -5.25 4.32
H 2.38 -3.94 4.99
H 3.16 -5.09 3.90
H 2.70 -3.07 2.66
H 0.98 -2.98 3.07
H 2.16 -4.53 1.28
C 4.10 -0.12 3.28
C 4.47 -1.30 4.16
O 4.90 -2.31 3.28
H 3.41 -0.30 2.46
H 5.03 0.18 2.79
H 3.81 0.75 3.86
H 3.55 -1.61 4.66
H 5.27 -1.13 4.87
H 5.02 -3.08 3.84